## i
# C5H6O3

C5H6O3 as an isolated structure (ωB97M-V/def2-TZVPD, the OMol25 dataset).

Values from the calculation:
LUMO energy = 0.36 eV
HOMO-LUMO gap = 9.93 eV

Each line ends with the natural charge from an NBO analysis.
Cartesian coordinates (Å):
C  0.93  -0.14  0.80  0.11
C  -0.57  0.14  0.78  -0.39
C  -1.15  -0.71  -0.40  -0.08
C  0.74  0.67  -0.66  -0.05
C  -0.33  1.45  -0.12  0.58
H  1.08  -1.83  -0.10  0.48
H  1.55  0.50  1.47  0.20
H  -1.30  0.06  1.63  0.24
H  -1.26  -1.76  -0.21  0.20
H  -2.13  -0.17  -0.95  0.20
H  1.45  1.02  -1.30  0.21
O  1.64  -1.32  0.70  -0.67
O  -0.03  -0.50  -1.35  -0.55
O  -0.63  2.59  -0.29  -0.47


## ii
# C5H6O3

One molecule with the formula C5H6O3 (ωB97M-V/def2-TZVPD, the OMol25 dataset).

Values from the calculation:
LUMO energy = 1.04 eV
HOMO-LUMO gap = 9.70 eV
SMILES = C1=COC([C@H]2CO2)O1

Each line ends with the natural charge from an NBO analysis.
Cartesian coordinates (Å):
C  -2.38  -0.04  0.25  -0.11
C  -1.04  -0.54  -0.32  0.01
C  0.15  -0.54  0.62  0.33
C  1.46  1.08  -0.13  -0.01
C  1.95  -0.08  -0.56  0.05
H  -3.27  -0.54  -0.05  0.19
H  -2.35  0.35  1.18  0.18
H  -0.95  -1.34  -1.06  0.19
H  0.03  -1.08  1.58  0.19
H  1.55  2.13  -0.40  0.23
H  2.65  -0.26  -1.37  0.22
O  -1.63  0.61  -0.82  -0.47
O  0.54  0.73  0.97  -0.51
O  1.28  -1.17  -0.03  -0.50


## iii
# C5H6O3

A 2-piece molecular cluster, C5H6O3 overall (ωB97M-V/def2-TZVPD, the OMol25 dataset).

Values from the calculation:
LUMO energy = -0.29 eV
HOMO-LUMO gap = 9.25 eV
SMILES = CC(=O)C=O.C=C=O

Each line ends with the natural charge from an NBO analysis.
Cartesian coordinates (Å):
C  -0.95  -0.15  1.55  -0.80
C  1.33  -0.32  -0.98  -0.73
C  -0.25  -0.15  -0.87  0.49
C  0.08  -0.93  1.79  0.76
C  -0.64  1.32  -0.78  0.35
O  -1.01  -0.95  -1.36  -0.55
O  0.93  -1.69  1.98  -0.43
O  0.02  2.21  -0.30  -0.50
H  -1.66  1.49  -1.15  0.12
H  -0.96  0.84  1.98  0.28
H  -1.91  -0.58  1.28  0.29
H  1.86  0.49  -0.50  0.23
H  1.61  -1.29  -0.59  0.23
H  1.55  -0.32  -2.04  0.24


Stability ranking, top entry: iii; the second entry is 104.3 kJ/mol less favorable.


## i
# C5H6O3

One molecule with the formula C5H6O3 (ωB97M-V/def2-TZVPD, the OMol25 dataset).

Values from the calculation:
LUMO energy = -0.09 eV
HOMO-LUMO gap = 10.21 eV
SMILES = C#CC(=O)CC(O)O

Each line ends with the natural charge from an NBO analysis.
Cartesian coordinates (Å):
C  -1.11  -0.52  -0.23  0.40
C  0.34  -0.82  -0.66  -0.54
C  1.35  -0.56  0.43  0.51
O  -1.40  0.85  -0.20  -0.74
O  -1.97  -1.10  -1.16  -0.71
C  1.42  0.83  0.84  -0.15
C  1.52  1.97  1.20  -0.13
O  2.02  -1.41  0.94  -0.47
H  -0.78  1.31  0.37  0.49
H  -2.66  -0.46  -1.35  0.49
H  -1.30  -0.97  0.77  0.12
H  0.39  -1.87  -0.95  0.25
H  0.57  -0.20  -1.53  0.24
H  1.61  2.97  1.52  0.24


## ii
# C5H6O3

One molecule with the formula C5H6O3 (ωB97M-V/def2-TZVPD, the OMol25 dataset).

Values from the calculation:
LUMO energy = 0.95 eV
HOMO-LUMO gap = 10.83 eV
SMILES = O=CO/C=C/[C@H]1CO1

Each line ends with the natural charge from an NBO analysis.
Cartesian coordinates (Å):
C  2.77  0.00  -0.21  0.65
C  0.50  -0.25  0.23  0.12
C  -0.65  -0.90  0.04  -0.27
C  -1.88  -0.28  0.43  0.01
C  -2.39  1.04  0.07  -0.11
H  3.68  -0.51  -0.77  0.14
H  0.55  0.79  0.86  0.22
H  -0.60  -1.92  -0.22  0.23
H  -2.25  -0.71  1.33  0.19
H  -1.86  2.00  -0.39  0.20
H  -3.18  1.47  0.84  0.18
O  2.81  1.19  -0.02  -0.54
O  1.72  -0.94  0.07  -0.52
O  -2.84  -0.10  -0.68  -0.48


## iii
# C5H6O3

One molecule with the formula C5H6O3 (ωB97M-V/def2-TZVPD, the OMol25 dataset).

Values from the calculation:
LUMO energy = 0.92 eV
HOMO-LUMO gap = 10.88 eV
SMILES = OC1[C@H]2O[C@H]2[C@@H]2O[C@H]12

Each line ends with the natural charge from an NBO analysis.
Cartesian coordinates (Å):
C  -0.75  0.62  0.69  0.08
C  -0.64  -0.91  0.49  0.03
C  0.47  -1.19  -0.40  0.04
C  1.37  -0.05  -0.51  0.02
C  0.56  1.11  0.05  0.02
H  -1.73  0.68  -0.87  0.49
H  -0.74  0.71  1.85  0.19
H  -1.32  -1.52  0.96  0.21
H  0.82  -2.14  -0.20  0.18
H  2.12  0.10  -1.34  0.21
H  0.54  2.05  -0.56  0.21
O  -1.71  1.11  0.05  -0.69
O  -0.66  -1.07  -1.02  -0.50
O  1.67  0.50  0.82  -0.48


Stability ranking, top entry: i; the second entry is 102.5 kJ/mol less favorable.


## i
# C4H14N3O

A 2-piece molecular cluster, C4H14N3O overall (ωB97M-V/def2-TZVPD, the OMol25 dataset).

Values from the calculation:
Net charge = +1
LUMO energy = -2.88 eV
HOMO-LUMO gap = 11.24 eV

Each line ends with the natural charge from an NBO analysis.
Cartesian coordinates (Å):
C  1.25  2.20  1.50  -0.26
O  0.33  1.17  1.89  -0.77
H  0.45  1.02  2.83  0.49
H  1.15  2.44  0.45  0.19
H  2.25  1.87  1.77  0.18
H  1.08  3.10  2.10  0.19
C  -1.49  -0.69  0.26  -0.26
C  -1.02  -2.05  0.78  -0.63
C  0.10  -0.12  -1.54  0.68
N  -1.14  -0.35  -1.12  -0.53
N  0.34  -0.01  -2.85  -0.76
N  1.17  -0.13  -0.73  -0.79
H  -2.58  -0.75  0.20  0.23
H  -1.32  0.11  0.97  0.25
H  -0.20  -2.42  0.16  0.21
H  -1.76  -2.82  0.64  0.24
H  -1.86  0.02  -1.73  0.42
H  -0.33  0.21  -3.56  0.43
H  1.29  -0.03  -3.17  0.42
H  1.03  -0.14  0.28  0.44
H  1.98  -0.68  -0.96  0.42
H  -0.72  -1.94  1.81  0.23


## ii
# C4H14N3O

A 2-piece molecular cluster, C4H14N3O overall (ωB97M-V/def2-TZVPD, the OMol25 dataset).

Values from the calculation:
Net charge = +1
LUMO energy = -3.56 eV
HOMO-LUMO gap = 8.78 eV

Each line ends with the natural charge from an NBO analysis.
Cartesian coordinates (Å):
C  -0.51  1.10  -0.32  -0.21
C  -0.69  0.10  0.81  -0.46
C  -0.36  -1.36  0.36  -0.22
N  -1.54  -3.78  -1.83  -0.63
C  -1.67  -2.77  -1.12  0.30
N  -0.79  -1.66  -0.97  -0.68
N  0.56  2.16  0.02  -0.68
H  -1.39  1.70  -0.55  0.23
H  -0.16  0.60  -1.21  0.23
H  -0.20  0.45  1.73  0.22
H  -1.69  0.21  1.25  0.24
H  0.70  -1.42  0.61  0.20
H  -0.87  -2.03  1.06  0.23
H  -0.73  -3.93  -2.42  0.36
H  -2.45  -2.67  -0.36  0.15
H  -0.07  -1.68  -1.69  0.38
H  1.36  1.62  0.37  0.47
H  0.90  2.69  -0.77  0.44
H  0.25  2.72  0.81  0.44
H  3.16  2.52  2.20  0.50
H  3.25  3.11  0.79  0.49
O  2.94  2.33  1.27  -0.98


Stability ranking, top entry: i; the second entry is 140.0 kJ/mol less favorable.